Density functional theory data (the ωB97M-V functional and the def2-TZVPD basis) for a cluster of 2 separate species, C9H15ClNSi in total at a distorted geometry.

Last column: Mulliken charge in e.
CARTESIAN COORDINATES (ANGSTROEM)
Cl  4.45444  2.17270  0.14987  -0.17
Si  2.53059  2.70328  0.16283  0.22
N  -0.10475  -1.12539  -1.56768  0.22
C  -1.09920  1.80325  1.76997  -0.39
C  -1.00103  0.59870  2.56472  -0.34
C  0.41270  -2.43442  -1.50835  -0.80
C  -0.11560  2.44760  1.07245  -0.51
C  -1.44194  -0.86251  -1.00673  -0.90
C  1.53539  0.74282  2.05276  -1.05
C  1.20245  1.83979  1.06915  0.64
C  0.25552  0.03144  2.66968  -0.57
C  0.66871  -0.11438  -1.44947  -0.22
H  -2.15750  -1.35003  -1.77477  0.30
H  -0.01773  -2.87938  -0.56211  0.29
H  0.34777  -0.81020  3.34741  0.42
H  2.11462  3.51791  -0.98174  -0.02
H  -2.15009  2.12096  1.63951  0.35
H  -0.55206  3.31133  0.55656  0.30
H  -1.91612  0.22596  3.19153  0.31
H  1.50634  -2.30353  -1.36079  0.35
H  0.10817  -2.84489  -2.39772  0.35
H  0.16011  0.91046  -1.36075  0.36
H  2.03869  1.11719  2.87629  0.58
H  -1.67464  -1.30453  -0.04856  0.35
H  -1.61334  0.23176  -0.90459  0.40
H  2.15752  -0.11612  1.75034  0.33
H  1.83086  -0.23769  -1.53756  0.21

Cartesian forces (eV/Å) of the 6 atoms listed first:
0.43 -0.29 0.00
-2.52 -0.82 1.00
-0.03 3.18 3.44
-1.66 0.46 -0.68
1.65 -1.32 1.12
1.25 -0.20 3.01

Computed properties:
Net charge ... +1
HOMO (spin up / spin down) ... -10.09 / -10.09 eV
Energy relative to the best compared isomer or geometry (same formula, charge and spin) ... 3.813 eV
DFT total energy ... -1155.99469 a.u.